(1)
Formula: C13H19BrClNO2
Source: OMol25
Level of theory: ωB97M-V/def2-TZVPD

Cartesian coordinates (Å):
C 0.16367 -2.84486 -3.41137
C 0.00688 -3.46446 -2.05871
C 0.24611 -4.81014 -1.85687
C 0.09562 -5.36553 -0.59520
Cl 0.41902 -7.04283 -0.34583
C -0.32773 -4.58644 0.46268
C -0.58493 -3.23777 0.25889
Br -1.28453 -2.29750 1.77063
C -0.39875 -2.64135 -0.98784
O -0.61983 -1.34321 -1.31491
C -0.25753 -0.28958 -0.43080
C 0.25704 0.86997 -1.28132
C 0.58881 2.08321 -0.41878
N -0.58986 2.54658 0.29374
C -0.37866 3.75487 1.07690
C 0.31796 3.40906 2.40335
C 0.36162 4.61650 3.33247
O -0.37081 2.36568 3.04954
H -0.80035 -2.48732 -3.76916
H 0.56377 -3.56289 -4.12077
H 0.82641 -1.98330 -3.35513
H 0.56041 -5.42982 -2.68174
H -0.47415 -5.01919 1.43940
H -1.12845 0.04682 0.14068
H 0.52400 -0.61506 0.26325
H -0.51029 1.12791 -2.01378
H 1.14975 0.55619 -1.82477
H 1.02067 2.87363 -1.05834
H 1.34440 1.80542 0.32110
H -1.33793 2.70078 -0.37542
H -1.35882 4.17787 1.30899
H 0.21307 4.51265 0.53768
H 1.35289 3.08691 2.19227
H 0.91813 5.42892 2.87309
H -0.64952 4.94912 3.55140
H 0.84023 4.33594 4.26597
H -0.69830 1.77321 2.35873

The value obtained for the HOMO energy is -0.317 Ha. Its energy above the lowest of the compared OMol25 structures with the same formula, charge and spin is 0.77 kcal/mol. Its LUMO energy is 0.72 eV. As for the SMILES: Cc1cc(Cl)cc(Br)c1OCCCNC[C@@H](C)O. Its gap between HOMO and LUMO is 0.3431 Ha.


(2)
Formula: C13H19BrLuOSi
Source: OMol25
Level of theory: ωB97M-V/def2-TZVPD

Cartesian coordinates (Å):
C 0.00009 1.17855 -2.92233
C 0.53668 2.49924 -2.81577
C 1.82635 2.41211 -2.21383
H 0.05281 3.41314 -3.15803
C 2.11675 1.02695 -1.99667
C 0.98594 0.26013 -2.43346
H 0.87667 -0.82517 -2.39338
H -0.96017 0.89994 -3.35341
H 2.51210 3.23365 -2.04795
H 3.03583 0.62521 -1.57502
Lu 0.27309 1.56262 -0.55407
Br -1.91159 2.77028 0.09738
C -2.32547 -2.68863 -0.13620
C -1.45589 -3.09887 -1.19446
C -1.94384 -2.53032 -2.40953
H -0.60683 -3.77545 -1.10207
C -3.11775 -1.76808 -2.10608
C -3.33080 -1.83751 -0.69524
H -4.06487 -1.26817 -0.13325
H -2.21529 -2.95276 0.91400
H -1.53369 -2.70453 -3.40138
H -3.69421 -1.18123 -2.82197
C -0.64097 0.63413 3.23802
Si 0.94801 0.23386 2.27531
C 2.15426 1.71130 2.31055
C 1.76488 -1.26549 3.04114
O 0.57447 0.00170 0.69629
H -0.44520 0.82866 4.30483
H -1.33652 -0.21528 3.16899
H -1.14487 1.51498 2.81318
H 2.50660 1.88495 3.34019
H 3.04185 1.48845 1.69603
H 1.71325 2.65917 1.95850
H 1.06861 -2.11448 3.08314
H 2.64641 -1.57000 2.45891
H 2.09331 -1.04304 4.06763

The value obtained for the HOMO energy is -0.092 Ha. Its LUMO energy is 2.20 eV. Its charge is -1. Its gap between HOMO and LUMO is 0.1731 Ha.


(3)
Formula: C13H19BrSiTi
Source: OMol25
Level of theory: ωB97M-V/def2-TZVPD

Cartesian coordinates (Å):
C -2.10196 -1.00231 -1.44337
C -2.19741 0.30789 -2.14249
C -1.02116 0.44493 -3.07878
H -3.05835 0.96408 -2.17980
C -0.27305 -0.76342 -2.96430
C -0.89402 -1.63680 -1.95207
H -0.58202 -2.66854 -1.72820
H -2.85701 -1.42202 -0.68686
H -0.81325 1.19205 -3.85028
H 0.58496 -0.91486 -3.60778
Ti -0.52239 0.53079 -1.08483
Br -1.63890 2.49147 -0.17062
C -0.48264 -0.96086 3.43450
C -0.38318 -2.19536 2.71748
C -1.65233 -2.45417 2.09141
H 0.50884 -2.80204 2.64009
C -2.55808 -1.43023 2.51457
C -1.83844 -0.51407 3.34502
H -2.23292 0.44783 3.66179
H 0.34357 -0.33936 3.75496
H -1.90223 -3.21647 1.33790
H -3.63534 -1.37903 2.29258
C 2.38347 2.46692 1.15413
Si 1.52889 1.41397 -0.14017
C 1.99706 1.92888 -1.88784
C 2.19535 -0.36495 0.03443
H 2.39350 3.54707 0.89623
H 3.44062 2.10443 1.31559
H 1.85673 2.29446 2.10750
H 2.95188 2.44539 -1.79684
H 2.11705 1.04410 -2.50679
H 1.27260 2.58646 -2.35637
H 3.22972 -0.39623 -0.32253
H 2.23496 -0.61675 1.09637
H 1.60548 -1.13328 -0.49463

The value obtained for the HOMO energy (spin up / spin down) is -0.099 / -0.099 Ha. The expectation value of S² is 0.790. Its LUMO energy (spin up / spin down) is 2.36 / 2.35 eV. Its charge is -1. Its gap between HOMO and LUMO (spin up / spin down) is 0.1856 / 0.1854 Ha. As for the spin multiplicity: 2.


(4)
Formula: C13H19ClN2O2PbS
Source: OMol25
Level of theory: ωB97M-V/def2-TZVPD

Cartesian coordinates (Å):
Cl 0.16762 2.75602 -0.72136
C -1.98168 -0.81601 -1.62416
C -1.14935 -1.95605 -1.41747
C 0.10632 -1.71690 -2.02013
H -1.44464 -2.86870 -0.88540
C 0.07263 -0.40945 -2.62624
C -1.24369 0.13407 -2.38593
H -1.58694 1.10254 -2.75496
H -3.01501 -0.70946 -1.28093
H 0.96451 -2.39456 -2.04793
C 1.20402 0.27637 -3.30695
Pb 0.08921 0.32889 0.22719
C 2.74024 0.78187 0.46024
O 3.68000 1.20711 0.92929
C -1.52177 1.44666 1.95180
O -1.71800 2.16816 2.80721
H 2.16096 -0.00485 -2.83209
H 1.08450 1.36960 -3.22830
H 1.26248 0.00847 -4.37794
C 2.42932 -1.53589 3.37558
N 1.13511 -1.07818 3.88035
C 1.17985 -0.43720 5.19658
C 0.02906 -1.55320 3.25660
S 0.23404 -2.56580 1.89458
N -1.21902 -1.16419 3.62573
C -1.64911 -0.31018 4.73546
C -2.37335 -1.74931 2.94852
H 3.19354 -1.31441 4.11639
H 2.65262 -1.04526 2.42439
H 2.37830 -2.61728 3.20884
H 0.98122 0.64718 5.14269
H 0.53719 -0.93309 5.94163
H 2.20710 -0.51632 5.57187
H -2.45262 0.34479 4.38243
H -2.04292 -0.92964 5.56544
H -0.86833 0.36126 5.11741
H -2.99738 -0.94962 2.53890
H -1.98142 -2.37540 2.14114
H -2.93312 -2.36943 3.65933

The value obtained for the HOMO energy (spin up / spin down) is -0.554 / -0.554 Ha. Its energy above the lowest of the compared OMol25 structures with the same formula, charge and spin is 3.65 kcal/mol. Its LUMO energy (spin up / spin down) is -11.20 / -11.20 eV. Its charge is +2. Its gap between HOMO and LUMO (spin up / spin down) is 0.1419 / 0.1420 Ha.